Here is C31H33I2N16O3PS2Ti as an isolated structure from the OMol25 dataset. Energies are from ωB97M-V/def2-TZVPD.

Last column: Mulliken charge in e.
Positions of all 89 atoms, in Å:
Ti (-0.9318, 1.4899, -0.2842)  -0.551
I (-0.0727, -0.8286, -7.4710)  0.065
C (-0.0748, -0.4138, -5.3957)  -0.626
C (-0.1736, -1.4981, -4.5544)  -0.497
C (-0.2418, -1.3690, -3.1895)  -0.914
I (-0.6487, -3.2424, -2.2761)  0.083
C (-0.0580, -0.0730, -2.6623)  0.764
O (-0.1190, 0.1932, -1.3450)  0.505
C (0.0351, 1.0495, -3.5341)  1.138
C (0.0062, 2.5208, -3.0801)  -1.588
N (0.4723, 2.9165, -1.7137)  0.342
C (1.9057, 3.4228, -1.7073)  -1.570
C (3.0785, 2.5315, -1.9522)  1.165
C (4.2315, 3.3088, -2.1441)  -1.162
C (5.4552, 2.7203, -2.3631)  -0.368
C (5.5444, 1.3265, -2.3403)  -0.613
C (4.3808, 0.6564, -2.0492)  -0.314
N (3.1453, 1.1934, -1.9203)  0.042
C (0.1124, 0.8559, -4.9010)  -0.537
H (-0.3348, -2.4701, -4.9672)  0.437
H (-1.0293, 2.8264, -3.1930)  0.009
H (0.5654, 3.0784, -3.8809)  0.509
H (-0.0769, 3.7814, -1.5186)  0.252
H (2.0778, 3.9400, -0.7720)  0.589
H (2.0241, 4.2511, -2.4606)  0.485
H (4.1948, 4.3893, -2.1660)  0.395
H (6.3237, 3.3337, -2.5758)  0.404
H (6.4933, 0.8197, -2.5418)  0.391
H (4.4075, -0.4602, -1.8965)  0.337
H (0.2079, 1.7032, -5.6074)  0.462
O (-4.4326, -2.4070, -0.5557)  -0.619
C (-4.1858, -2.4414, 0.7559)  0.718
C (-4.5561, -3.5950, 1.5086)  -0.909
C (-4.0540, -3.7012, 2.7923)  -0.251
C (-3.2132, -2.7231, 3.3546)  -0.824
C (-2.8564, -1.6256, 2.6128)  -0.494
C (-3.3549, -1.4382, 1.3230)  -0.335
C (-2.9125, -0.2670, 0.5815)  1.491
O (-1.8875, 0.3688, 1.0239)  -0.256
N (-3.4722, 0.1037, -0.5903)  -1.129
N (-2.8213, 1.1634, -1.1893)  0.819
C (-3.3274, 1.5200, -2.4720)  0.044
S (-3.7338, 0.2147, -3.6542)  -0.031
C (-3.5522, 1.4059, -5.0911)  -0.323
C (-4.1692, 2.6820, -4.6794)  -0.713
S (-3.5198, 3.1369, -3.0045)  -0.028
H (-4.1660, -1.4753, -0.8299)  0.536
H (-5.2630, -4.2862, 1.0385)  0.421
H (-4.3445, -4.5062, 3.4716)  0.375
H (-2.8498, -2.9236, 4.3720)  0.450
H (-2.1956, -0.8614, 3.0223)  0.538
H (-4.0062, 0.9017, -5.9424)  0.507
H (-2.4826, 1.5512, -5.3218)  -0.028
H (-5.2555, 2.6683, -4.7039)  0.403
H (-3.9430, 3.5139, -5.3502)  0.452
N (-0.1754, 3.8975, 2.1188)  -0.108
C (-1.4653, 3.9057, 1.5846)  0.318
N (-2.4956, 4.5831, 2.1464)  -0.550
N (-3.4864, 4.4639, 1.2219)  -0.566
N (-3.0715, 3.8302, 0.1536)  -0.457
N (-1.7978, 3.3971, 0.3920)  0.595
C (0.7837, 2.8931, 1.8903)  0.216
N (1.8911, 2.7939, 2.6352)  -0.743
N (2.4601, 1.6487, 2.1617)  -0.570
N (1.7539, 1.0444, 1.2488)  -0.102
N (0.6501, 1.8594, 1.0283)  1.197
H (0.0018, 4.4645, 2.9425)  0.299
C (2.4905, -2.5659, 5.3656)  -0.885
N (1.1538, -2.6042, 4.8793)  0.172
C (0.7289, -3.9500, 4.4822)  -0.727
N (1.5788, -4.4642, 3.4117)  0.114
C (2.9450, -4.4553, 3.9280)  -0.832
N (3.3896, -3.1068, 4.3762)  0.082
C (3.5877, -2.1907, 3.2313)  -0.922
P (1.9843, -1.8617, 2.2969)  0.639
C (0.9315, -1.6157, 3.8549)  -0.133
C (1.4591, -3.6879, 2.1681)  -0.977
H (2.4910, -3.2421, 6.2720)  0.291
H (2.8346, -1.5757, 5.6439)  0.385
H (-0.3541, -3.9556, 4.2272)  0.118
H (0.8781, -4.6385, 5.3308)  0.333
H (3.6110, -4.8221, 3.1265)  0.372
H (3.0752, -5.1329, 4.7700)  0.286
H (4.4191, -2.5319, 2.5426)  0.374
H (3.9794, -1.1783, 3.5489)  0.327
H (-0.1328, -1.6521, 3.5641)  -0.346
H (1.0867, -0.6067, 4.2952)  0.519
H (2.0423, -4.1462, 1.3672)  0.419
H (0.4262, -3.7298, 1.7850)  0.410

charge: 0
DFT total energy: -132940.11306 eV
orbital gap: 5.47 eV

***

Here is C29H26ClN7OS3Ti as an isolated structure from the OMol25 dataset. Energies are from ωB97M-V/def2-TZVPD.

Last column: natural (NBO) charge in e.
Positions of all 68 atoms, in Å:
Ti (0.2626, -0.1007, 0.0688)  1.311
N (-1.0334, -2.2787, 3.9281)  -0.808
C (-0.8463, -1.5097, 2.8048)  0.297
S (0.7071, -0.7669, 2.5835)  -0.360
N (-1.8601, -1.4322, 1.9959)  -0.443
N (-1.5669, -0.6886, 0.8414)  -0.475
C (-2.6399, -0.5508, 0.0518)  0.203
C (-3.9467, -1.1884, 0.3394)  -0.092
C (-4.1464, -2.5370, 0.0617)  -0.190
C (-5.3575, -3.1445, 0.3498)  -0.196
C (-6.3868, -2.4056, 0.9200)  -0.218
C (-6.1997, -1.0585, 1.1899)  -0.228
C (-4.9844, -0.4530, 0.8992)  -0.151
C (-2.4931, 0.3734, -1.0252)  0.208
C (-3.5509, 0.7540, -1.8763)  -0.240
C (-3.3551, 1.7766, -2.7619)  -0.170
C (-2.1142, 2.4372, -2.7799)  -0.278
C (-1.1191, 1.9862, -1.9562)  0.058
N (-1.2674, 0.9422, -1.1144)  -0.595
H (-0.3906, -2.1541, 4.6889)  0.395
H (-1.9906, -2.4944, 4.1544)  0.394
H (-3.3451, -3.1105, -0.3891)  0.217
H (-5.4987, -4.1948, 0.1321)  0.212
H (-7.3329, -2.8783, 1.1488)  0.212
H (-6.9983, -0.4763, 1.6309)  0.211
H (-4.8371, 0.5984, 1.1133)  0.206
H (-4.4955, 0.2347, -1.8112)  0.232
H (-4.1500, 2.0814, -3.4297)  0.216
H (-1.9189, 3.2726, -3.4363)  0.220
H (-0.1364, 2.4408, -1.9680)  0.218
N (2.6114, -0.0017, 0.3139)  -0.875
C (2.9308, 1.4032, 0.2070)  0.234
C (4.1356, 1.8781, -0.2031)  -0.230
C (4.3866, 3.2736, -0.2788)  -0.185
C (3.4319, 4.1686, 0.0857)  -0.205
C (2.1548, 3.7083, 0.5032)  -0.011
C (1.1052, 4.5818, 0.8907)  -0.129
C (-0.0972, 4.0750, 1.2726)  -0.258
C (-0.2934, 2.6732, 1.2038)  0.113
N (0.6468, 1.8521, 0.8221)  -0.509
C (1.8920, 2.3359, 0.5270)  0.095
H (3.2329, -0.5573, -0.2639)  0.406
H (2.7136, -0.3017, 1.2825)  0.413
H (4.9176, 1.1808, -0.4753)  0.222
H (5.3567, 3.6160, -0.6110)  0.223
H (3.6227, 5.2332, 0.0551)  0.218
H (1.2789, 5.6511, 0.8819)  0.220
H (-0.9135, 4.7075, 1.5899)  0.231
H (-1.2468, 2.2251, 1.4648)  0.226
C (0.4021, 0.0193, -6.0835)  -0.268
O (1.0171, 0.3776, -4.8452)  -0.519
C (0.6186, -0.2096, -3.7068)  0.062
S (-0.6373, -1.2778, -3.6236)  -0.192
S (1.5723, 0.3836, -2.3808)  -0.327
H (1.1941, 0.0750, -6.8270)  0.188
H (-0.3801, 0.7438, -6.3124)  0.186
H (-0.0298, -0.9779, -6.0394)  0.214
Cl (-0.7822, -5.7716, 0.9046)  0.018
C (0.2167, -4.6394, 0.0505)  -0.065
C (1.2905, -5.0706, -0.7015)  -0.176
C (2.0268, -4.1100, -1.3711)  -0.233
C (1.6696, -2.7789, -1.2515)  0.048
N (0.6441, -2.3614, -0.5003)  -0.475
C (-0.0776, -3.2905, 0.1342)  0.034
H (1.5354, -6.1218, -0.7639)  0.233
H (2.8630, -4.3798, -1.9998)  0.226
H (2.1870, -2.0023, -1.8027)  0.234
H (-0.9180, -2.9547, 0.7253)  0.246

⟨S²⟩: 2.0221
charge: 0
DFT total energy: -111119.89184 eV
orbital gap (alpha / beta): 5.40 / 6.91 eV
2S+1: 3

***

Here is one molecule with the formula H2OP2 from the OMol25 dataset. Energies are from ωB97M-V/def2-TZVPD.

Last column: natural (NBO) charge in e.
Positions of all 5 atoms, in Å:
O (-1.1802, 1.6718, 0.2166)  -0.970
P (1.7248, -0.3056, 0.3177)  -0.155
P (-0.3702, 0.4224, 0.2378)  1.225
H (1.0156, -1.1025, -0.6221)  -0.029
H (-1.1899, -0.6861, -0.1501)  -0.070

charge: 0
DFT total energy: -20655.67655 eV
orbital gap: 7.86 eV